ORCA calculation (the ωB97M-V functional and the def2-TZVPD basis) on C32H44BCsN5O6 as an isolated structure in a non-equilibrium geometry.

## Properties
Multiplicity: 1
Net charge: -1
Gap between HOMO and LUMO (eV): 4.4
DFT total energy (eV): -54857.840

Atoms and positions in Å:
Cs: -8.462 -6.488 17.090
C: -12.973 -13.119 17.093
C: -12.233 -11.966 17.636
C: -11.014 -12.069 18.224
C: -10.317 -10.983 18.801
C: -9.064 -11.381 19.225
N: -8.017 -10.746 19.718
C: -7.823 -9.287 19.949
C: -8.154 -8.876 21.380
C: -7.828 -7.379 21.546
N: -8.831 -6.399 21.176
C: -9.634 -5.817 22.056
C: -10.644 -4.940 21.700
C: -11.531 -4.468 22.669
C: -12.646 -3.728 22.425
C: -13.519 -3.345 23.583
C: -12.798 -3.371 21.030
C: -12.073 -3.828 19.970
C: -12.355 -3.576 18.557
N: -13.415 -3.728 17.891
C: -14.590 -4.266 18.498
C: -14.448 -5.710 18.879
C: -14.374 -6.645 17.663
N: -14.031 -8.003 18.070
C: -12.810 -8.224 17.826
C: -12.148 -9.535 18.019
C: -12.782 -10.642 17.624
C: -10.895 -9.603 18.701
O: -10.468 -8.564 19.258
C: -10.824 -4.561 20.317
O: -9.937 -4.815 19.484
H: -12.587 -14.134 17.342
H: -12.809 -13.065 16.010
H: -14.038 -13.131 17.348
H: -10.546 -12.975 18.254
H: -8.902 -12.417 19.114
H: -7.184 -11.332 19.936
H: -8.387 -8.678 19.305
H: -6.756 -9.061 19.756
H: -7.505 -9.330 22.102
H: -9.181 -9.112 21.639
H: -6.886 -7.186 21.027
H: -7.548 -7.182 22.626
H: -9.124 -6.133 20.199
H: -9.503 -6.045 23.105
H: -11.329 -4.794 23.719
H: -13.605 -4.191 24.322
H: -14.499 -2.891 23.367
H: -12.930 -2.553 24.092
H: -13.697 -2.837 20.761
H: -11.503 -3.413 17.961
H: -15.403 -4.216 17.745
H: -14.975 -3.650 19.334
H: -15.249 -6.063 19.533
H: -13.577 -5.848 19.437
H: -13.650 -6.244 16.970
H: -15.363 -6.714 17.187
H: -12.005 -7.479 17.476
H: -13.776 -10.483 17.172
N: -3.366 -10.941 18.677
C: -4.393 -10.256 17.854
C: -4.921 -8.991 18.402
O: -4.395 -8.626 19.505
O: -5.797 -8.454 17.704
H: -3.768 -11.726 19.116
H: -3.105 -10.257 19.394
H: -5.249 -10.935 17.721
H: -4.013 -10.126 16.829
C: -10.098 -10.698 12.689
C: -9.508 -9.324 12.990
C: -9.088 -8.710 11.572
O: -10.646 -8.577 13.541
B: -10.265 -7.843 14.647
O: -8.777 -7.973 14.749
C: -8.445 -9.188 14.047
C: -8.431 -10.384 15.043
C: -7.033 -9.069 13.517
H: -11.081 -10.451 12.221
H: -10.233 -11.421 13.482
H: -9.469 -11.204 12.005
H: -9.911 -8.698 10.891
H: -8.300 -9.282 11.150
H: -8.707 -7.702 11.746
H: -9.449 -10.699 15.277
H: -7.930 -10.045 16.010
H: -7.828 -11.194 14.636
H: -6.877 -8.117 13.035
H: -6.693 -9.925 12.893
H: -6.396 -9.086 14.414


ORCA calculation (the ωB97M-V functional and the def2-TZVPD basis) on C38H41ClN5O6PS3Ta as an isolated structure in a non-equilibrium geometry.

## Properties
Multiplicity: 2
Net charge: +2
Gap between HOMO and LUMO (spin up / spin down) (eV): 6.1 / 7.2
<S²>: 0.7654
DFT total energy (eV): -115669.554

Atoms and positions in Å:
Ta: 0.129 -0.107 -0.654
C: 1.857 2.464 -3.953
O: 2.198 1.051 -4.216
C: 1.755 0.362 -3.200
N: 1.122 0.975 -2.275
C: 1.013 2.420 -2.657
C: -0.413 2.883 -2.853
C: -1.360 2.074 -3.474
C: -2.656 2.538 -3.666
C: -3.008 3.816 -3.246
C: -2.059 4.629 -2.638
C: -0.768 4.160 -2.440
C: 2.078 -1.072 -3.097
C: 2.772 -1.761 -4.067
C: 3.096 -3.086 -3.811
C: 2.746 -3.641 -2.597
C: 2.056 -2.864 -1.683
N: 1.700 -1.607 -1.934
C: 1.707 -3.349 -0.337
N: 1.227 -2.571 0.520
C: 1.100 -3.349 1.780
C: 1.486 -4.785 1.340
O: 1.968 -4.626 -0.034
C: 1.969 -2.745 2.861
C: 1.379 -2.056 3.914
C: 2.164 -1.496 4.920
C: 3.547 -1.612 4.867
C: 4.145 -2.279 3.800
C: 3.357 -2.843 2.803
H: 1.302 2.835 -4.802
H: 2.788 3.003 -3.850
H: 1.476 3.001 -1.865
H: -1.092 1.079 -3.816
H: -3.392 1.902 -4.147
H: -4.016 4.184 -3.402
H: -2.326 5.630 -2.317
H: -0.033 4.793 -1.952
H: 3.054 -1.265 -4.989
H: 3.631 -3.670 -4.548
H: 3.005 -4.662 -2.344
H: 0.068 -3.313 2.121
H: 0.639 -5.462 1.310
H: 2.278 -5.224 1.932
H: 0.296 -1.967 3.959
H: 1.690 -0.995 5.758
H: 4.157 -1.206 5.670
H: 5.226 -2.380 3.757
H: 3.835 -3.368 1.976
C: -2.994 4.671 2.489
C: -3.909 3.658 1.844
O: -3.193 2.947 0.783
P: -2.527 1.529 0.909
S: -0.512 1.951 0.490
S: -2.924 0.528 2.495
O: -2.887 0.842 -0.491
C: -4.179 0.181 -0.732
C: -5.347 1.138 -0.789
H: -3.557 5.240 3.232
H: -2.594 5.367 1.749
H: -2.163 4.175 2.998
H: -4.750 4.129 1.347
H: -4.281 2.939 2.563
H: -4.335 -0.578 0.030
H: -4.035 -0.306 -1.691
H: -5.499 1.651 0.160
H: -6.251 0.559 -0.998
H: -5.214 1.883 -1.577
Cl: -4.789 -5.308 -2.411
C: -3.626 -4.041 -2.291
C: -3.149 -3.423 -3.461
C: -2.226 -2.407 -3.399
C: -1.743 -1.970 -2.169
O: -0.861 -0.962 -2.141
C: -2.223 -2.589 -0.993
C: -1.848 -2.123 0.278
O: -1.002 -1.189 0.416
C: -3.173 -3.631 -1.077
H: -3.523 -3.758 -4.422
H: -1.863 -1.927 -4.303
H: -2.314 -2.512 1.179
H: -3.546 -4.097 -0.169
S: 2.637 0.243 0.239
C: 2.869 0.866 1.843
N: 4.122 0.913 2.280
C: 4.534 1.491 3.572
C: 3.469 2.458 4.057
C: 2.121 1.768 4.003
N: 1.892 1.260 2.640
H: 4.825 0.558 1.655
H: 5.482 1.998 3.423
H: 4.685 0.690 4.295
H: 3.456 3.349 3.425
H: 3.689 2.770 5.075
H: 1.314 2.451 4.246
H: 2.091 0.936 4.708
H: 0.956 1.243 2.269